12
Properties=species:S:1:pos:R:3:forces:R:3 method="wB97M-V/def2-TZVPD" spin_multiplicity=1 e_lumo_ev=-1.03 homo_ev=-9.273 e_above_lowest_kcal_mol=118.6 homo_lumo_gap_ev=8.25
O -0.1995 -0.9723 -1.1770 0.1 0.0 -0.1
O 1.3179 1.1699 -1.2728 -0.2 -0.3 0.1
C 0.0974 -1.4729 0.0346 -0.1 0.1 0.3
C 0.5835 0.5058 -0.5738 0.2 0.3 0.0
C 0.7296 -0.3341 0.6370 0.0 -0.1 -0.1
C -0.8002 1.1753 -0.0249 -0.2 0.1 0.1
H -0.5324 2.0264 0.6060 0.0 -0.1 -0.1
H 1.1863 -0.1385 1.6048 -0.1 0.0 -0.1
H 1.1614 -1.9397 0.0683 0.0 0.0 -0.1
H -1.5291 0.5332 0.4718 0.1 0.0 -0.1
H -0.5855 -2.1632 0.5462 0.1 0.1 -0.1
H -1.2281 1.5343 -0.9638 0.1 -0.1 0.1